DFT (the ωB97M-V functional and the def2-TZVPD basis) results for a structure of composition Br2O2S in a non-equilibrium geometry.

Summary:
- gap between HOMO and LUMO (alpha / beta) (eV) = 8.3 / 6.8
- relative energy (zero: lowest compared OMol25 entry of this formula, charge and spin) (kcal/mol) = 119.0
- energy (eV) = -155009.2490
- net charge = 0
- E_LUMO (alpha / beta) (eV) = -1.9 / -2.4

The geometry in XYZ format:
```
5
Properties=species:S:1:pos:R:3:mulliken_charge:R:1
Br -0.792 -0.311 2.327 0.470
Br -0.303 -2.882 -0.687 -0.124
S -0.587 -0.467 -0.657 0.402
O 0.623 -0.552 1.961 -0.426
O -1.848 -0.534 -1.460 -0.322
```



DFT (the ωB97M-V functional and the def2-TZVPD basis) results for a cluster of 12 separate species, C22H44Cl14O5 in total in a non-equilibrium geometry.

Summary:
- SMILES = CC(C)=O.CC(C)=O.CC(C)=O.CC(C)=O.CC(C)=O.ClCCl.ClCCl.ClCCl.ClCCl.ClCCl.ClCCl.ClCCl
- gap between HOMO and LUMO (eV) = 9.5
- energy (eV) = -209078.0950
- net charge = 0
- E_LUMO (eV) = 0.2

The geometry in XYZ format:
```
85
Properties=species:S:1:pos:R:3:mulliken_charge:R:1
Cl 1.183 0.390 4.684 -0.091
Cl 0.470 -2.689 6.370 -0.148
Cl -4.551 3.093 0.596 -0.195
Cl -3.463 -2.528 3.719 -0.173
Cl 2.018 2.469 2.814 -0.090
Cl 6.712 2.239 0.295 -0.173
Cl -1.872 -5.763 -3.678 -0.180
Cl 1.621 0.243 -4.274 -0.175
Cl 0.304 -3.469 3.584 -0.038
Cl -3.791 1.544 -1.791 -0.152
Cl -4.385 -0.543 1.933 -0.184
Cl -0.118 -3.718 -2.373 -0.061
Cl 0.078 2.269 -5.836 -0.189
Cl 4.210 0.775 0.045 -0.023
O -2.238 -1.199 -3.442 -0.462
O 3.960 -4.133 -0.225 -0.598
O -0.900 0.001 0.616 -0.436
O -1.609 2.857 5.006 -0.588
O -0.206 3.403 -1.292 -0.402
C 3.423 -2.423 -1.868 -0.051
C -2.953 -1.490 2.460 0.469
C 1.202 -0.850 1.363 -0.131
C 0.227 5.526 -0.284 -1.459
C -3.142 -1.865 -2.977 0.768
C 0.259 -0.308 0.338 0.447
C -0.439 -4.666 -3.865 -0.452
C 0.545 -4.098 5.277 -0.408
C -3.671 2.728 3.873 -0.708
C 2.044 3.776 -0.819 -0.434
C 0.612 4.196 -0.834 0.674
C 2.525 1.279 4.000 -0.509
C -3.214 2.640 -0.567 0.427
C 4.959 2.310 0.547 -0.195
C -2.198 2.907 3.947 0.444
C 3.755 -3.822 -1.411 0.631
C -3.307 -2.052 -1.486 -0.484
C 0.717 -0.111 -1.093 0.428
C 0.280 1.477 -4.231 0.684
C -1.416 3.265 2.660 0.233
C 3.803 -4.909 -2.507 -1.063
C -4.159 -2.388 -3.914 -1.583
H 2.478 3.269 -1.680 0.436
H 0.744 5.674 0.664 0.385
H 1.050 -1.930 1.354 0.174
H -0.684 1.058 -3.941 0.016
H 0.439 6.317 -1.003 0.392
H -5.109 -1.909 -3.678 0.395
H -0.662 -4.049 -4.735 0.308
H -3.970 3.559 3.234 0.237
H -3.993 1.786 3.430 0.042
H 0.438 2.194 -3.426 -0.330
H -2.051 3.558 1.824 -0.045
H 4.839 2.491 1.615 0.210
H -0.839 2.401 2.331 -0.288
H 3.586 -1.709 -1.062 -0.063
H 4.548 3.191 0.053 0.185
H 3.993 -2.048 -2.718 0.440
H -0.838 5.607 -0.068 0.289
H -2.172 -0.871 2.904 -0.060
H 0.895 -0.503 2.350 -0.309
H 2.316 3.229 0.084 -0.307
H -4.110 2.869 4.861 0.312
H 3.280 0.614 3.581 0.249
H -2.933 -1.220 -0.890 -0.084
H -4.492 -3.416 -3.768 0.363
H -2.623 -2.043 1.580 -0.057
H 1.522 -4.565 5.399 0.318
H 3.620 -5.835 -1.961 0.326
H 0.679 -1.097 -1.557 -0.454
H -3.934 -2.187 -4.961 0.348
H 0.071 0.555 -1.665 0.036
H 1.658 0.438 -1.095 0.288
H 2.363 -2.371 -2.117 -0.182
H 2.488 4.772 -0.819 0.433
H 2.995 1.814 4.825 0.449
H -0.779 4.123 2.871 0.332
H -2.845 3.516 -1.100 0.319
H -0.246 -4.778 5.595 0.291
H -2.460 2.078 -0.015 -0.398
H 0.405 -5.304 -4.125 0.370
H 4.812 -4.978 -2.914 0.340
H 2.256 -0.683 1.142 -0.013
H -4.355 -2.336 -1.381 0.394
H -2.738 -2.884 -1.071 0.322
H 3.080 -4.762 -3.309 0.221
```



DFT (the ωB97M-V functional and the def2-TZVPD basis) results for the molecule C4H6O2 in a non-equilibrium geometry.

Summary:
- gap between HOMO and LUMO (eV) = 7.2
- relative energy (zero: lowest compared OMol25 entry of this formula, charge and spin) (kcal/mol) = 139.9
- energy (eV) = -8334.3932
- net charge = 0
- E_LUMO (eV) = -0.2

The geometry in XYZ format:
```
12
Properties=species:S:1:pos:R:3:mulliken_charge:R:1
O -0.737 1.150 -0.332 -0.299
O -0.648 -0.948 0.500 -0.336
C 1.494 0.034 -0.059 -0.277
C 0.508 1.075 0.302 -0.257
C -1.543 0.021 -0.051 -0.245
C 0.442 -0.920 -0.300 -0.198
H 0.485 1.186 1.416 0.228
H 2.162 0.110 -0.928 0.300
H -2.354 0.070 0.739 0.225
H 0.253 -1.168 -1.325 0.312
H -2.017 -0.372 -0.959 0.348
H 1.954 -0.239 0.997 0.200
```



DFT (the ωB97M-V functional and the def2-TZVPD basis) results for the molecule C2H2BrF3O in a non-equilibrium geometry.

Summary:
- expectation value of S² = 2.004
- spin multiplicity = 3
- gap between HOMO and LUMO (alpha / beta) (eV) = 5.3 / 6.7
- relative energy (zero: lowest compared OMol25 entry of this formula, charge and spin) (kcal/mol) = 67.4
- energy (eV) = -82342.5460
- net charge = 0
- E_LUMO (alpha / beta) (eV) = 0.5 / -4.5

The geometry in XYZ format:
```
9
Properties=species:S:1:pos:R:3:lowdin_spin:R:1
Br 2.075 1.238 0.293 1.393
F 2.070 -1.718 1.164 0.010
F 2.557 -1.480 -0.979 0.003
F 0.774 -2.566 -0.247 0.027
O -0.139 -0.207 0.860 0.047
C 1.598 -1.524 -0.020 0.052
C 0.914 -0.194 -0.037 0.420
H -0.827 0.491 0.834 0.007
H 0.499 -0.064 -1.003 0.040
```



DFT (the ωB97M-V functional and the def2-TZVPD basis) results for the molecule C5H14N2 in a non-equilibrium geometry.

Summary:
- SMILES = CCNC[C@H](C)N
- gap between HOMO and LUMO (eV) = 9.9
- relative energy (zero: lowest compared OMol25 entry of this formula, charge and spin) (kcal/mol) = 51.3
- energy (eV) = -8390.3925
- net charge = 0
- E_LUMO (eV) = 1.1

The geometry in XYZ format:
```
21
Properties=species:S:1:pos:R:3:mulliken_charge:R:1
N 2.374 -0.094 -1.527 -0.710
N -0.904 -0.054 0.361 -0.353
C 0.973 -0.478 -1.058 0.630
C -1.507 0.512 1.559 -0.427
C 0.597 0.177 0.271 -0.862
C -2.324 1.828 1.343 -1.136
C 0.872 -2.017 -1.070 -1.350
H 1.086 -0.173 1.170 0.410
H -2.160 2.511 2.145 0.319
H -2.125 2.332 0.423 0.349
H 0.419 -0.062 -1.909 0.066
H -1.288 0.429 -0.454 0.242
H 1.119 -2.648 -1.969 0.364
H -0.892 0.557 2.489 0.313
H 0.712 1.259 0.102 0.315
H -3.462 1.908 1.358 0.319
H -2.326 -0.136 1.889 0.310
H 2.894 -1.031 -1.690 0.263
H 1.215 -2.582 -0.159 0.332
H 2.844 0.417 -0.790 0.247
H -0.246 -2.201 -0.760 0.355
```



DFT (the ωB97M-V functional and the def2-TZVPD basis) results for a structure of composition C5H11MnO3 in a non-equilibrium geometry.

Summary:
- expectation value of S² = 12.002
- spin multiplicity = 7
- gap between HOMO and LUMO (alpha / beta) (eV) = 7.6 / 8.6
- relative energy (zero: lowest compared OMol25 entry of this formula, charge and spin) (kcal/mol) = 0.0
- energy (eV) = -42822.3881
- net charge = 0
- E_LUMO (alpha / beta) (eV) = 0.2 / -0.5

The geometry in XYZ format:
```
20
Properties=species:S:1:pos:R:3:lowdin_spin:R:1
Mn -2.146 1.046 0.507 5.608
O 0.955 3.147 0.928 0.008
O -0.412 -1.985 0.119 0.026
O -0.451 1.034 1.206 0.264
C 0.317 -0.106 1.411 0.039
C 0.507 -0.896 0.127 0.017
C -1.257 -3.782 -1.141 0.001
C -0.323 -2.858 -0.913 0.002
C 0.608 3.662 -0.332 0.010
H 1.550 -1.240 0.051 0.000
H 1.320 0.152 1.799 0.003
H 0.448 -2.620 -1.654 0.000
H -2.197 -3.789 -0.588 0.000
H -1.112 -4.492 -1.954 0.000
H 0.687 2.901 -1.129 0.001
H -0.425 4.055 -0.356 0.006
H 1.277 4.503 -0.563 0.000
H 0.360 -0.320 -0.801 0.006
H 0.438 2.317 1.082 0.004
H -0.145 -0.732 2.200 0.004
```



DFT (the ωB97M-V functional and the def2-TZVPD basis) results for a structure of composition C2H4ClPS in a non-equilibrium geometry.

Summary:
- gap between HOMO and LUMO (eV) = 8.7
- relative energy (zero: lowest compared OMol25 entry of this formula, charge and spin) (kcal/mol) = 23.6
- energy (eV) = -34782.9515
- net charge = 0
- E_LUMO (eV) = -0.3

The geometry in XYZ format:
```
9
Properties=species:S:1:pos:R:3:mulliken_charge:R:1
Cl 3.793 -0.330 -0.196 -0.166
S -0.656 1.444 -0.232 -0.142
P -1.147 -0.570 -0.298 -0.051
C 2.140 0.087 -0.493 0.098
C 1.497 0.879 0.309 -0.564
H 1.721 -0.382 -1.368 0.320
H 1.742 1.448 1.176 0.376
H -2.347 -0.418 -0.998 0.054
H -1.827 -0.665 0.921 0.074
```



DFT (the ωB97M-V functional and the def2-TZVPD basis) results for a structure of composition H26O13 in a non-equilibrium geometry.

Summary:
- gap between HOMO and LUMO (eV) = 8.7
- relative energy (zero: lowest compared OMol25 entry of this formula, charge and spin) (kcal/mol) = 160.2
- energy (eV) = -27035.0006
- net charge = 0
- E_LUMO (eV) = -0.7

The geometry in XYZ format:
```
39
Properties=species:S:1:pos:R:3:mulliken_charge:R:1
O -14.952 -33.461 -39.970 -0.673
O -7.991 -34.853 -42.732 -0.665
O -12.615 -33.305 -38.341 -0.700
O -10.621 -31.705 -43.660 -0.629
O -12.363 -34.329 -41.933 0.048
O -9.882 -35.597 -39.931 -0.654
O -12.793 -36.140 -44.052 -0.610
O -10.660 -34.817 -43.921 -0.648
O -14.681 -32.449 -43.678 -0.945
O -10.964 -36.606 -41.887 -0.644
O -11.628 -32.457 -40.088 -0.615
O -15.072 -34.274 -42.609 -0.472
O -12.743 -30.850 -41.939 -0.788
H -11.293 -34.032 -43.944 0.359
H -12.700 -36.869 -44.564 0.274
H -13.227 -33.348 -39.016 0.317
H -11.232 -31.374 -43.002 0.399
H -13.811 -32.864 -44.081 0.295
H -10.464 -30.986 -44.328 0.292
H -14.884 -33.265 -43.029 0.533
H -11.183 -35.570 -43.901 0.189
H -7.405 -34.204 -43.151 0.295
H -11.766 -32.925 -39.338 0.380
H -12.452 -34.249 -38.149 0.327
H -10.659 -36.387 -41.078 0.284
H -14.200 -34.608 -42.585 0.221
H -15.691 -34.977 -42.863 0.328
H -9.110 -35.010 -39.911 0.292
H -11.672 -37.221 -41.772 0.288
H -11.582 -34.787 -41.968 0.135
H -12.135 -33.529 -41.584 0.151
H -12.424 -31.234 -41.027 0.361
H -10.720 -32.240 -39.793 0.222
H -15.267 -34.000 -39.184 0.301
H -14.462 -33.965 -40.457 0.334
H -8.916 -34.610 -42.895 0.375
H -10.422 -35.672 -39.042 0.291
H -13.430 -31.388 -42.469 0.408
H -12.062 -36.242 -43.318 0.343
```